No. 1
This record from the OMol25 dataset describes a cluster of 20 separate species, H39O20 in total. The level of theory is ωB97M-V with the def2-TZVPD basis set.

E = -41583.504 eV
E_HOMO = -6.829 eV
Gap between HOMO and LUMO = 8.674 eV
Energy above the lowest of the compared OMol25 structures with the same formula, charge and spin = 122.2 kcal per mole

Geometry as ORCA input:
```
! wB97M-V def2-TZVPD RIJCOSX def2/J DEFGRID3
* xyz -1 1
O -1.5937 1.4599 -0.6128
H 1.9644 1.5287 0.4878
O -0.3014 3.0338 2.1552
H -0.3438 3.2387 1.2203
H -1.1701 2.6922 2.3981
O -0.8361 3.9704 -3.7664
H -0.8370 -2.3163 1.8693
H -0.7181 4.5908 -3.0507
O 1.8874 4.4178 2.1029
H 2.1709 4.2930 3.0270
H -2.1450 -3.0857 0.4558
O -2.3795 -3.3614 -0.4450
H 2.0568 -0.1904 4.3679
H -1.1117 3.1094 -3.4538
O -3.3112 3.4301 -2.9538
H -0.7698 1.4798 -1.0861
H -1.4892 0.6508 -0.0892
O 0.9598 -3.0652 -1.1140
H 0.1570 -4.6041 -2.4366
H 1.0522 -2.6194 -0.2603
O 5.2379 -1.9632 -0.2416
H 0.6644 -2.3678 -1.6850
H 1.7489 -1.6515 1.9419
O 1.1732 2.7250 -1.4671
H 1.5271 1.9557 -1.0092
H 0.9193 2.4754 -2.3512
O 1.9142 0.5990 0.6609
H 2.7251 0.1306 0.8925
H -0.7391 -0.5167 2.7951
O 1.8795 -1.0857 4.5436
H 1.1538 4.9678 2.4274
H 1.3053 -1.6375 4.0121
O -1.6540 -2.2172 5.1215
H -3.2506 -3.0631 -0.6703
H -3.3862 4.2506 -2.4863
O -1.2926 -0.0492 3.4818
H -0.6043 -0.0244 4.1514
H 5.1584 -2.4940 0.5444
O -1.7771 -2.7675 2.2074
H 4.4158 -1.7959 -0.6821
H -2.5335 -2.2502 1.9358
O -5.2710 0.1778 -0.4441
H -5.7052 -0.3970 -1.0733
H -4.8590 -0.2288 0.3175
O 1.2834 1.6458 -4.9570
H 0.8739 2.4791 -4.6877
H -1.5877 -2.6044 4.2293
O 2.7115 -1.4900 2.2028
H 2.1753 1.8988 -5.2014
H 2.9540 -0.8943 2.8939
O 0.1812 -1.4079 1.7263
H -2.9918 2.6913 -2.4240
H -2.3969 -1.6632 5.0762
O 1.7712 -1.5210 -5.5191
H 1.4937 -0.5965 -5.4971
H 1.5042 -1.8395 -4.6516
O -0.3925 -4.2031 -3.1277
H 0.1565 -3.4192 -3.2283
H 0.2718 -0.5012 1.4264
*
```

=====

No. 2
This record from the OMol25 dataset describes a structure of composition H3INP. The level of theory is ωB97M-V with the def2-TZVPD basis set.

E = -18925.506 eV
E_HOMO (spin up / spin down) = -9.173 / -9.361 eV
Gap between HOMO and LUMO (spin up / spin down) = 7.344 / 7.220 eV
Energy above the lowest of the compared OMol25 structures with the same formula, charge and spin = 66.8 kcal per mole

Geometry as ORCA input:
```
! wB97M-V def2-TZVPD RIJCOSX def2/J DEFGRID3
* xyz 0 1
N -0.8203 0.6578 0.3259
P 0.7807 0.1796 0.2440
I -1.0235 2.6514 2.0754
H -1.4945 0.0018 0.6945
H 0.5646 -1.2941 -0.2355
H 1.0162 0.6440 -1.1663
*
```

=====

No. 3
This record from the OMol25 dataset describes an isolated molecule of H3IP2S2. The level of theory is ωB97M-V with the def2-TZVPD basis set.

E = -48397.766 eV
E_HOMO = -9.037 eV
Gap between HOMO and LUMO = 8.619 eV
Structure (SMILES) = S=[P@H](S)PI
Energy above the lowest of the compared OMol25 structures with the same formula, charge and spin = 11.6 kcal per mole

Geometry as ORCA input:
```
! wB97M-V def2-TZVPD RIJCOSX def2/J DEFGRID3
* xyz 0 1
P -1.1938 0.0941 1.5667
P 0.3437 -0.1515 -0.1029
S 1.6846 -1.4640 0.2865
S 0.9424 1.9537 -0.6559
I -3.0221 1.0267 0.3019
H -1.5202 -1.2635 1.4422
H -0.7060 -0.5974 -0.9882
H 0.4095 2.5969 0.3665
*
```

=====

No. 4
This record from the OMol25 dataset describes a cluster of 2 separate species, H3IP2S2 in total. The level of theory is ωB97M-V with the def2-TZVPD basis set.

E = -48394.542 eV
E_HOMO (spin up / spin down) = -8.723 / -8.841 eV
Gap between HOMO and LUMO (spin up / spin down) = 6.542 / 6.592 eV
Energy above the lowest of the compared OMol25 structures with the same formula, charge and spin = 85.9 kcal per mole

Geometry as ORCA input:
```
! wB97M-V def2-TZVPD RIJCOSX def2/J DEFGRID3
* xyz 0 1
P 0.1684 -1.7406 0.7707
P 0.0932 0.2899 0.0459
S -1.2485 2.7749 -0.4262
S 0.5422 0.0014 -1.9295
I -0.0446 -1.3952 3.1498
H -1.2014 -2.0742 0.1354
H 1.4710 0.8053 0.4040
H 0.2198 1.3384 -2.1501
*
```